(1)
# C9H13N2O

A gas-phase ion, C9H13N2O (charge +1) in a non-equilibrium geometry (ωB97M-V with the def2-TZVPD basis set, OMol25).

The geometry in XYZ format:
```
25
Properties=species:S:1:pos:R:3:forces:R:3:mulliken_charge:R:1
O -1.761377 0.966234 -0.381999 -0.273 2.317 -1.276 -0.3499
N 0.387112 -2.989617 0.423896 -0.247 0.514 -0.367 -0.4325
N 1.123234 0.209696 -0.178442 2.145 -0.943 1.420 -0.4132
C -3.081173 1.020965 -0.068432 0.898 -4.158 1.731 -0.4883
C 0.064579 -0.662335 -0.611491 -2.818 0.559 -3.632 1.2144
C 0.180818 -1.968400 -0.066319 1.381 -2.315 0.613 -0.2430
C 1.072679 1.587682 -0.597380 1.217 0.441 -3.172 -1.0125
C -1.274431 -0.218635 -0.104716 -1.509 -1.885 0.710 -0.2508
C 1.219035 0.262225 1.296380 -0.155 -2.450 2.067 -0.8531
C 2.456172 -0.374835 -0.649100 -1.217 0.158 0.301 -0.8577
C -2.267751 -0.994117 0.480260 1.127 2.080 -1.792 -0.5508
C -3.444327 -0.205354 0.492652 2.682 2.032 -1.103 -0.6071
H 3.008608 0.513300 -0.773387 1.935 0.351 0.951 0.4044
H 0.197418 2.035482 -0.272404 -1.639 0.828 0.520 0.4304
H -2.114876 -2.011223 0.523261 -0.230 -2.058 0.987 0.5116
H 2.711990 -1.291988 -0.126706 0.492 0.657 0.724 0.4179
H 2.392581 -0.679105 -1.640641 -0.886 -0.639 -2.042 0.4590
H 2.232545 0.542401 1.520581 0.070 0.748 0.376 0.4701
H 0.119010 -0.765984 -1.846517 -0.198 0.517 3.050 0.4308
H 1.931774 2.074854 -0.134102 -0.119 0.122 -0.366 0.4865
H 1.123150 1.587468 -1.738482 0.008 0.388 1.495 0.4037
H 0.411736 0.670041 1.929968 0.318 0.945 -1.197 0.3413
H -4.281554 -0.452395 1.024567 -2.291 -0.451 0.673 0.5068
H -3.555029 1.918387 -0.163349 -1.053 2.166 -0.374 0.5242
H 1.148073 -0.774750 1.661901 0.363 0.077 -0.297 0.4579
```
Positions in Å, forces in eV/Å.

Summary:
- Multiplicity: 1
- Net charge: +1
- F_max: 4.6 eV/Å
- Structure (SMILES): C[N+](C)(C)[C@@H](C#N)c1ccco1



(2)
# C5H12P2S

2 unconnected molecules or ions with the total composition C5H12P2S in a non-equilibrium geometry (ωB97M-V with the def2-TZVPD basis set, OMol25).

The geometry in XYZ format:
```
20
Properties=species:S:1:pos:R:3:forces:R:3:mulliken_charge:R:1
S -1.376310 -1.598609 -1.235844 -0.299 0.018 0.250 -0.3579
P 1.116896 -0.815637 1.076778 0.059 -0.022 -0.367 -0.0048
P -0.855168 -0.232217 0.099099 0.522 -0.308 -0.843 0.2850
C -0.127872 1.176034 -0.917282 -0.340 0.222 0.223 -0.7102
C 1.341720 1.379129 -0.563745 -0.001 -0.164 -0.063 -0.6172
C 1.303280 -2.577479 0.543719 -0.294 0.161 0.240 -1.0052
C -4.017581 0.621142 1.312243 0.163 -0.042 0.068 -0.9828
C 2.009328 0.026058 -0.332586 0.006 0.005 0.222 -0.7376
H -0.250829 0.900896 -1.968879 -0.058 -0.045 0.227 0.3645
H 3.056127 0.153334 -0.050419 0.019 -0.021 -0.016 0.4244
H 0.772170 -2.778912 -0.385505 0.065 -0.002 0.009 0.3108
H -0.709719 2.078980 -0.729873 0.005 0.033 -0.064 0.3616
H 1.421719 1.983025 0.340621 0.079 0.079 0.029 0.3220
H -3.696158 0.320897 2.287793 0.070 -0.085 0.264 0.3350
H -4.491669 -0.085556 0.665213 -0.098 -0.213 -0.223 0.3278
H 2.364749 -2.783514 0.418462 0.098 0.033 0.056 0.3431
H 1.842514 1.911414 -1.375206 0.004 0.088 0.076 0.3198
H 1.964942 -0.589030 -1.236212 -0.037 -0.007 0.056 0.3674
H -3.913545 1.641201 1.012815 0.016 0.350 -0.120 0.3261
H 0.911774 -3.225982 1.325769 0.022 -0.080 -0.026 0.3285
```
Positions in Å, forces in eV/Å.

Summary:
- Multiplicity: 1
- F_max: 1.0 eV/Å



(3)
# C5H12N2O

C5H12N2O in the gas phase in a non-equilibrium geometry (ωB97M-V with the def2-TZVPD basis set, OMol25).

The geometry in XYZ format:
```
20
Properties=species:S:1:pos:R:3:forces:R:3:mulliken_charge:R:1
O -1.245655 2.217822 0.129076 0.015 -0.393 0.134 -0.5278
N 0.625300 1.370279 -0.993234 -1.331 0.150 0.887 -0.1014
N 1.178702 -2.604585 0.634169 -0.467 0.743 0.297 -0.5629
C -0.949595 -0.588265 -0.534667 -0.733 -0.027 2.161 -0.8049
C -0.613538 -0.819892 0.956016 -0.127 -0.533 0.653 -0.6086
C -0.143756 2.302475 -0.356190 0.646 0.719 -0.560 -0.0793
C 0.785208 -1.315579 1.298713 0.926 -0.443 -0.851 -0.6472
C 0.221032 0.004893 -1.275312 0.172 -1.033 -1.535 -0.7456
H 0.456769 -2.878089 -0.019420 0.013 -0.415 0.171 0.1924
H 1.091213 -0.638541 -1.217745 0.322 -0.145 0.651 0.4167
H -1.401564 -1.518058 -0.888777 0.975 -0.139 -0.858 0.4617
H -1.829114 0.054078 -0.545959 0.270 0.342 -0.132 0.4014
H -1.199054 -1.629004 1.421037 -0.592 0.304 -0.515 0.3640
H 1.324063 -3.301181 1.349189 -0.237 -0.336 -0.283 0.2493
H 1.376146 1.794538 -1.507609 0.250 -0.392 -0.056 0.2587
H 0.408337 3.264201 -0.364896 -0.100 0.047 0.138 0.3476
H 1.595216 -0.660917 0.970662 -0.282 0.652 0.526 0.2779
H -0.009932 -0.132145 -2.317725 -0.303 0.570 -0.856 0.3432
H 0.811428 -1.476170 2.376310 0.256 0.295 0.026 0.4158
H -0.869591 0.077623 1.524642 0.327 0.034 0.003 0.3491
```
Positions in Å, forces in eV/Å.

Summary:
- Multiplicity: 1
- F_max: 2.3 eV/Å
- Structure (SMILES): NCCCCNC=O



(4)
# C3H11N3

C3H11N3 in the gas phase in a non-equilibrium geometry (ωB97M-V with the def2-TZVPD basis set, OMol25).

The geometry in XYZ format:
```
17
Properties=species:S:1:pos:R:3:forces:R:3:mulliken_charge:R:1
N 0.119453 0.192590 0.071358 -1.578 -3.442 -0.430 -0.0379
N -0.907662 2.261607 0.615171 -0.944 -0.726 -0.823 -0.6627
N -0.410385 -1.229291 -0.013411 1.054 0.790 -0.023 -0.4271
C -1.139550 0.877429 -0.005276 0.925 4.012 1.603 -0.3749
C 0.377356 -2.128248 0.802587 0.247 0.034 -0.040 -0.7955
C 1.037371 0.499792 -1.010957 -0.092 -0.224 0.010 -0.9524
H -0.588081 2.162113 1.573445 0.055 -0.156 -0.241 0.2674
H 0.413199 -1.722557 1.813033 0.006 -0.080 -0.009 0.2811
H -1.885961 0.406423 0.632916 0.221 -0.136 -0.402 0.3501
H 0.586171 0.384018 -2.009109 -0.065 0.011 0.045 0.3538
H -0.117558 -3.100084 0.832899 0.021 0.000 -0.016 0.3154
H -0.452941 -1.555769 -0.981223 0.218 0.292 0.112 0.2354
H -0.217156 2.802000 0.103304 -0.104 -0.195 0.062 0.2346
H 1.407602 -2.271004 0.448748 0.006 -0.021 0.071 0.2557
H 1.377324 1.528702 -0.904525 0.095 0.004 -0.004 0.3265
H -1.494316 1.061416 -1.028539 -0.113 -0.282 0.078 0.3625
H 1.895134 -0.169137 -0.940419 0.050 0.117 0.007 0.2681
```
Positions in Å, forces in eV/Å.

Summary:
- Multiplicity: 1
- F_max: 4.4 eV/Å
- Structure (SMILES): CNN(C)CN



(5)
# CH6NO

2 unconnected molecules or ions with the total composition CH6NO in a non-equilibrium geometry (ωB97M-V with the def2-TZVPD basis set, OMol25).

The geometry in XYZ format:
```
9
Properties=species:S:1:pos:R:3:forces:R:3:mulliken_charge:R:1
O 2.426724 -0.107109 -1.670211 -0.458 -0.042 0.045 -1.1442
N -0.038913 0.428811 0.118411 0.044 1.090 -0.679 -0.4956
C -0.924470 -0.438842 0.862671 -0.374 0.524 -0.312 -0.6203
H 0.626861 0.092722 -0.594668 0.267 -0.931 0.578 0.2860
H -0.568384 1.125339 -0.389173 -0.105 0.043 0.190 0.1752
H -0.783826 -0.262508 1.939344 0.128 -0.615 -0.049 0.1873
H -0.861892 -1.491716 0.575720 0.215 -0.011 0.302 0.2342
H 2.088842 0.783828 -1.520380 0.279 0.156 -0.080 0.1574
H -1.964942 -0.130524 0.678285 0.005 -0.215 0.004 0.2200
```
Positions in Å, forces in eV/Å.

Summary:
- Multiplicity: 1
- Net charge: -1
- F_max: 1.3 eV/Å



(6)
# C4H9NO

C4H9NO in the gas phase (ωB97M-V with the def2-TZVPD basis set, OMol25).

The geometry in XYZ format:
```
15
Properties=species:S:1:pos:R:3:forces:R:3:mulliken_charge:R:1
O 0.748983 0.436734 2.319644 -0.202 0.497 0.085 -0.4620
N -0.149667 -0.225341 -0.244292 -0.208 0.134 -0.249 0.1416
C -0.271536 -1.635995 -0.549153 -0.176 -0.047 0.067 -0.9399
C 0.072092 1.171619 1.646986 0.306 -0.314 0.217 -0.0236
C -0.948953 0.609462 0.656951 0.282 -0.382 -0.148 -0.4442
C 0.864562 0.384466 -1.070386 -0.002 0.207 -0.043 -1.0334
H 0.729781 -2.107247 -0.538986 -0.274 0.239 0.131 0.2776
H 1.789452 -0.218874 -1.075047 -0.286 0.121 0.111 0.3309
H -1.543064 1.465015 0.244936 0.549 -0.611 -0.452 0.2249
H -0.879318 -2.197151 0.163663 -0.098 0.295 0.004 0.2881
H 1.143052 1.376275 -0.704435 -0.114 -0.027 -0.087 0.2957
H -1.691998 0.011917 1.205292 0.421 -0.114 -0.126 0.3299
H 0.539006 0.470540 -2.120897 0.077 0.119 0.085 0.3180
H 0.260805 2.270515 1.634371 -0.174 -0.162 0.182 0.3716
H -0.663196 -1.811935 -1.568646 -0.102 0.046 0.223 0.3247
```
Positions in Å, forces in eV/Å.

Summary:
- Multiplicity: 1
- F_max: 0.9 eV/Å
- Structure (SMILES): CN(C)CC=O



(7)
# C7H4GaO5

A molecular structure, C7H4GaO5 in a non-equilibrium geometry (ωB97M-V with the def2-TZVPD basis set, OMol25).

The geometry in XYZ format:
```
17
Properties=species:S:1:pos:R:3:forces:R:3:mulliken_charge:R:1
Ga 0.000405 0.000485 2.005557 0.022 0.000 -2.655 0.9254
O 3.181796 0.006186 0.576593 -3.768 -0.007 0.906 -0.0400
O -0.000107 0.000004 5.207085 0.003 0.001 -7.009 -0.0172
O -3.187350 -0.005759 0.573179 5.108 0.009 1.262 -0.0557
O 0.006565 -3.375147 0.751205 -0.006 3.985 0.286 -0.0451
O -0.006221 3.375852 0.750764 0.009 -4.083 0.296 -0.0462
C -0.004049 2.234005 0.858075 -0.011 4.318 -0.076 0.1481
C 0.004391 -2.234226 0.858494 0.005 -4.218 -0.065 0.1471
C 2.070062 0.004100 0.847255 4.231 0.008 -0.885 0.2009
C -0.002278 0.668964 -2.949579 0.019 4.451 0.491 -0.2326
C -2.063869 -0.003668 0.851541 -5.585 -0.010 -1.254 0.2171
C 0.001675 -0.668336 -2.949530 -0.017 -4.528 0.509 -0.2306
C 0.000104 0.000138 4.038370 -0.006 -0.002 9.925 0.6004
H 0.924823 1.247098 -2.854956 -0.199 -0.198 -0.428 0.3571
H -0.930577 1.244822 -2.855438 0.189 -0.206 -0.430 0.3574
H 0.931014 -1.246124 -2.854631 -0.238 0.245 -0.438 0.3571
H -0.926382 -1.248396 -2.853991 0.246 0.237 -0.435 0.3570
```
Positions in Å, forces in eV/Å.

Summary:
- Multiplicity: 1
- Net charge: +3
- F_max: 9.9 eV/Å



(8)
# C5H9NO

C5H9NO in the gas phase in a non-equilibrium geometry (ωB97M-V with the def2-TZVPD basis set, OMol25).

The geometry in XYZ format:
```
16
Properties=species:S:1:pos:R:3:forces:R:3:mulliken_charge:R:1
O -1.080388 0.223362 -2.095107 0.074 -0.490 0.160 -0.4472
N 1.599851 0.504099 0.174599 -0.422 0.330 -0.892 -0.5304
C -0.616952 0.777353 1.580044 -0.019 -0.077 0.088 -1.0805
C 1.285376 -0.421600 -0.611103 0.354 -0.107 -0.137 0.0001
C 0.087317 -1.328346 -0.685151 -0.041 -0.037 -0.013 -0.5501
C -0.937459 -0.912178 -1.710188 -0.082 0.307 -0.127 0.0261
C 0.588612 1.312823 0.809815 -0.002 0.418 0.377 -0.2392
H -1.574671 -1.733488 -2.098651 -0.036 0.139 0.017 0.3613
H -0.348389 -0.036744 2.259462 -0.029 0.085 -0.025 0.2939
H -0.416794 -1.454708 0.280656 0.047 0.096 -0.166 0.2632
H 0.480869 -2.314053 -0.955799 -0.225 -0.042 -0.029 0.3214
H 0.223548 1.904265 -0.041185 -0.007 0.158 0.364 0.2676
H 1.998824 -0.546341 -1.412827 0.529 -0.898 -0.065 0.3538
H -0.988185 1.612820 2.180523 -0.072 -0.183 0.015 0.3533
H -1.444016 0.454491 0.937147 0.232 0.005 0.069 0.2404
H 1.177339 1.975095 1.433989 -0.301 0.294 0.363 0.3664
```
Positions in Å, forces in eV/Å.

Summary:
- Multiplicity: 1
- F_max: 1.0 eV/Å
- Structure (SMILES): CC/N=C\CC=O



(9)
# C2H8N4O2

C2H8N4O2 in the gas phase in a non-equilibrium geometry (ωB97M-V with the def2-TZVPD basis set, OMol25).

The geometry in XYZ format:
```
16
Properties=species:S:1:pos:R:3:forces:R:3:mulliken_charge:R:1
O -1.590394 -1.508584 0.841858 0.823 -1.076 -1.353 -0.4334
O 2.448950 -1.323421 -0.112606 3.354 6.601 -0.338 -0.3541
N 0.287221 0.623838 -0.344251 0.973 -2.925 -0.440 0.0027
N 1.226780 -1.596899 -0.046355 -4.763 -4.442 -0.645 -0.3916
N -1.028356 -1.551829 -0.555186 2.033 2.891 2.190 -0.3730
N 1.292774 0.991315 0.647723 -1.685 2.071 -0.133 -0.6814
C 0.270876 -0.830722 -0.291036 -2.668 0.764 -0.898 0.5006
C -1.008499 1.311799 -0.456879 3.423 2.409 2.418 -0.9706
H -0.678699 2.381253 -0.691244 -1.263 -1.310 -0.018 0.2966
H -1.412654 1.265280 0.541774 -0.697 0.504 0.556 0.3575
H 2.263196 -0.218513 -0.196839 2.660 -3.169 0.772 0.4672
H 0.828372 1.271502 1.577687 0.940 -0.566 -1.680 0.2644
H 1.794168 1.809509 0.242263 -0.652 -0.535 0.777 0.2608
H -1.689758 0.844700 -1.077934 -0.828 -0.778 -1.787 0.3662
H -2.358298 -1.004772 0.642524 -1.353 0.521 0.113 0.3276
H -0.645676 -2.464453 -0.721505 -0.298 -0.960 0.466 0.3604
```
Positions in Å, forces in eV/Å.

Summary:
- Multiplicity: 1
- F_max: 7.4 eV/Å
- Structure (SMILES): CN(N)/C(=N\O)NO



ΔE to the lowest compared entry with this formula, charge and spin values (in kcal/mol) by entry order: 103.9, 46.1, 37.3, 50.0, 10.7, 55.4, 9.7, 55.7, 193.5.
Total energy values (in hartree) by entry order: -535.12136, -1278.51384, -382.44315, -285.09814, -171.65253, -287.74415, -2568.66637, -325.84872, -450.27710.